1.
{
  "formula": "C16H19ClN4O7",
  "method": "ωB97M-V/def2-TZVPD",
  "charge": 0,
  "smiles": "CC(C)(C)NC(=O)NC(=O)COC(=O)CNC(=O)c1cc(Cl)cc([N+](=O)[O-])c1",
  "homo_lumo_gap_ev": 9.136,
  "e_homo_ev": -9.89,
  "elements": ["C", "C", "C", "C", "N", "C", "O", "N", "C", "O", "C", "O", "C", "O", "C", "N", "C", "O", "C", "C", "C", "Cl", "C", "C", "N", "O", "O", "C", "H", "H", "H", "H", "H", "H", "H", "H", "H", "H", "H", "H", "H", "H", "H", "H", "H", "H", "H"],
  "xyz": [[-1.00844, -2.98043, 1.44800], [-0.56666, -2.72159, 0.00799], [-1.51048, -1.72765, -0.67311], [-0.50593, -4.02985, -0.77636], [0.79087, -2.16681, 0.00435], [1.17940, -1.07408, 0.64963], [0.56684, -0.39574, 1.45174], [2.50611, -0.65649, 0.33473], [3.09629, -0.71594, -0.89230], [2.85891, -1.56445, -1.71865], [4.04835, 0.46008, -1.13893], [3.37030, 1.65855, -0.77292], [3.55357, 2.12603, 0.46517], [4.39268, 1.71458, 1.22490], [2.50032, 3.15963, 0.82227], [1.19405, 2.53871, 0.85017], [0.20484, 2.96901, 0.03063], [0.34011, 3.88349, -0.75266], [-1.09312, 2.23450, 0.18429], [-1.53196, 1.75414, 1.41387], [-2.76482, 1.12012, 1.50854], [-3.29712, 0.52245, 3.03108], [-3.56767, 0.95557, 0.39152], [-3.11428, 1.44364, -0.82736], [-3.93637, 1.25302, -2.00466], [-5.01221, 0.71928, -1.85241], [-3.49093, 1.62853, -3.06403], [-1.89341, 2.09017, -0.94293], [-0.32562, -3.67417, 1.93241], [-2.00692, -3.40764, 1.45709], [-1.01865, -2.05191, 2.01087], [-1.19341, -1.54152, -1.69715], [-2.52422, -2.11736, -0.68651], [-1.50188, -0.78896, -0.12681], [0.18765, -4.72328, -0.30684], [-0.18216, -3.84846, -1.79888], [-1.48887, -4.49113, -0.80453], [1.41208, -2.49369, -0.72966], [2.85632, 0.02928, 0.99214], [4.96433, 0.34708, -0.54691], [4.28284, 0.52334, -2.20174], [2.45369, 3.94335, 0.05891], [2.74958, 3.59069, 1.79687], [1.05288, 1.69233, 1.39032], [-0.93601, 1.87491, 2.30385], [-4.52405, 0.45940, 0.44963], [-1.56681, 2.47927, -1.89559]]
}

=====

2.
{
  "formula": "C52H53ClFINO4",
  "method": "ωB97M-V/def2-TZVPD",
  "charge": 1,
  "homo_lumo_gap_ev": 6.377,
  "e_homo_ev": -10.97,
  "elements": ["C", "C", "C", "C", "C", "O", "O", "C", "F", "C", "C", "C", "O", "I", "N", "C", "O", "C", "C", "C", "C", "Cl", "C", "C", "H", "H", "H", "H", "H", "H", "H", "H", "H", "H", "H", "H", "H", "H", "H", "H", "H", "C", "C", "C", "C", "C", "C", "H", "H", "H", "H", "H", "H", "C", "C", "C", "C", "C", "C", "H", "H", "H", "H", "H", "H", "C", "C", "C", "C", "C", "C", "H", "H", "H", "H", "H", "H", "C", "C", "C", "C", "C", "C", "H", "H", "H", "H", "H", "H", "C", "C", "C", "C", "C", "C", "H", "H", "H", "H", "H", "H", "C", "C", "C", "C", "C", "C", "H", "H", "H", "H", "H", "H"],
  "xyz": [[-4.70708, 0.99854, -5.65377], [-3.58842, 1.14753, -5.25677], [-2.25339, 1.33295, -4.79480], [-1.36232, 2.08282, -5.57242], [-1.77842, 2.74635, -6.86155], [-2.80873, 3.32428, -6.94388], [-0.90325, 2.57116, -7.87611], [-0.07146, 2.23553, -5.10512], [0.79429, 2.96842, -5.78156], [0.34801, 1.68770, -3.91499], [1.74673, 1.93244, -3.44961], [1.84319, 3.27594, -2.76021], [1.03978, 4.13001, -2.90314], [3.50648, 3.54662, -1.47927], [-0.53420, 0.96631, -3.19631], [-0.09023, 0.34905, -1.90002], [-0.62351, 1.01099, -0.82531], [-0.03961, 2.30754, -0.60447], [-0.37750, 2.89131, 0.73791], [-1.81404, 0.77583, -3.58608], [-2.74575, -0.01847, -2.71791], [-3.19887, -1.50650, -3.60488], [-3.97377, 0.78440, -2.21847], [-4.03589, 0.89753, -0.68866], [-5.68148, 0.82251, -6.03747], [-0.42674, 3.39414, -8.04987], [2.39404, 2.01723, -4.32176], [2.16368, 1.12968, -2.85657], [-0.45093, -0.66965, -1.87987], [0.99163, 0.31165, -1.87138], [-0.44062, 2.97320, -1.37217], [1.04653, 2.28142, -0.72036], [-1.43830, 2.87064, 0.96327], [-0.09100, 3.94080, 0.68862], [0.20965, 2.46224, 1.54190], [-2.26553, -0.38805, -1.83051], [-3.97700, 1.76664, -2.68060], [-4.85623, 0.28037, -2.59253], [-3.28019, 0.29685, -0.19235], [-4.99999, 0.54729, -0.33385], [-3.93840, 1.92918, -0.36858], [5.74809, -0.12394, -3.12337], [6.42695, -1.31030, -3.36423], [6.40835, -2.32371, -2.41598], [5.70742, -2.15490, -1.22950], [5.02646, -0.96985, -0.98919], [5.04997, 0.04732, -1.93521], [5.76880, 0.67017, -3.86039], [6.97291, -1.44443, -4.28869], [6.94323, -3.24578, -2.60076], [5.69430, -2.94624, -0.49152], [4.48129, -0.83774, -0.06236], [4.52104, 0.97508, -1.74909], [1.62910, -2.73489, -0.13529], [2.07732, -4.04492, -0.21753], [1.16259, -5.09069, -0.18052], [-0.19612, -4.82832, -0.05937], [-0.64046, -3.51652, 0.02444], [0.27166, -2.47264, -0.01537], [2.33624, -1.91376, -0.14675], [3.13597, -4.25259, -0.30244], [1.51050, -6.11342, -0.23892], [-0.90756, -5.64313, -0.02873], [-1.69585, -3.30625, 0.11649], [-0.07597, -1.44788, 0.06965], [-3.32438, 1.22577, 4.50058], [-2.99993, 1.76723, 5.73694], [-1.66958, 1.93769, 6.09422], [-0.66237, 1.57239, 5.21166], [-0.98707, 1.03402, 3.97454], [-2.31728, 0.85735, 3.61965], [-4.36221, 1.08947, 4.22553], [-3.78488, 2.05502, 6.42361], [-1.41758, 2.35432, 7.06043], [0.37604, 1.70759, 5.48875], [-0.20099, 0.75256, 3.28509], [-2.56894, 0.43101, 2.65585], [3.73489, -2.72084, 3.07821], [4.66614, -2.29036, 4.01418], [4.31336, -1.33721, 4.96181], [3.02594, -0.81745, 4.98215], [2.09387, -1.25674, 4.05201], [2.44931, -2.20028, 3.10082], [4.00994, -3.45879, 2.33492], [5.66932, -2.69639, 4.00574], [5.04356, -1.00042, 5.68592], [2.75093, -0.07766, 5.72328], [1.08532, -0.86560, 4.04666], [1.71000, -2.51451, 2.37964], [-4.85060, -4.47150, -1.39814], [-5.54342, -5.66735, -1.52351], [-5.70973, -6.48771, -0.41663], [-5.18515, -6.11250, 0.81345], [-4.49407, -4.91555, 0.93836], [-4.33080, -4.09532, -0.16957], [-4.70968, -3.82954, -2.25753], [-5.94989, -5.96144, -2.48221], [-6.24533, -7.42285, -0.51253], [-5.31603, -6.75356, 1.67511], [-4.08646, -4.62229, 1.89750], [-3.79533, -3.15870, -0.07802], [1.65630, 3.51572, 3.55427], [0.37233, 3.98241, 3.80353], [0.12547, 5.34843, 3.83221], [1.15968, 6.24666, 3.60556], [2.44250, 5.78003, 3.35291], [2.69168, 4.41482, 3.33132], [1.85132, 2.45006, 3.53562], [-0.43653, 3.28282, 3.97807], [-0.87343, 5.71287, 4.03413], [0.96595, 7.31103, 3.62681], [3.24768, 6.48063, 3.17397], [3.69273, 4.04964, 3.13925]]
}

=====

3.
{
  "formula": "C20H24AsF6N6O2S2Tl",
  "method": "ωB97M-V/def2-TZVPD",
  "charge": -2,
  "homo_lumo_gap_ev": 4.015,
  "e_above_lowest_kcal_mol": 66.74,
  "e_homo_ev": -0.63,
  "elements": ["Tl", "C", "C", "C", "C", "C", "C", "C", "H", "H", "H", "H", "H", "H", "H", "H", "S", "C", "C", "N", "C", "S", "C", "N", "N", "C", "N", "N", "C", "N", "H", "H", "H", "H", "C", "As", "C", "C", "O", "H", "H", "H", "H", "H", "H", "H", "H", "H", "C", "C", "O", "C", "F", "F", "F", "C", "F", "F", "F", "H", "H", "H"],
  "xyz": [[0.03448, 0.63672, -0.11595], [2.27354, -3.49569, 0.81532], [1.34396, -3.06890, -0.29387], [-0.02482, -3.28354, -0.19892], [-0.88525, -2.91176, -1.23242], [-0.38264, -2.31909, -2.38036], [0.98405, -2.08922, -2.47973], [1.83490, -2.46102, -1.44702], [2.64446, -4.51204, 0.64222], [1.76133, -3.46921, 1.77758], [3.12486, -2.81847, 0.88504], [-0.40878, -3.72605, 0.71587], [-1.95923, -3.06906, -1.14600], [-1.04359, -2.00146, -3.17514], [1.37550, -1.58817, -3.35834], [2.89820, -2.25865, -1.52223], [-1.46908, 3.20073, 0.48554], [-0.12434, 4.27733, 0.19828], [-0.39523, 5.34477, -0.74558], [-0.63367, 6.18179, -1.50512], [1.10616, 4.25807, 0.79372], [1.69501, 3.12018, 1.97210], [2.03548, 5.32328, 0.46819], [2.78995, 6.16829, 0.24824], [-3.09342, -3.99010, 1.35021], [-3.73301, -3.37922, 2.37607], [-4.64894, -4.14469, 3.04258], [-3.53130, -2.18147, 2.75412], [-2.71950, -1.40148, 2.02590], [-2.02361, -0.72070, 1.40961], [-3.62318, -4.69335, 0.86232], [-2.59049, -3.36091, 0.73355], [-4.36557, -5.10182, 3.17371], [-4.94450, -3.69990, 3.89765], [-0.33794, 1.04043, 3.58267], [1.30580, 0.04172, 3.48969], [0.97887, -1.38312, 4.78522], [2.65553, 1.10008, 4.37070], [1.80252, -0.64693, 2.08366], [-0.30270, 1.65003, 4.48741], [-1.16929, 0.34099, 3.62423], [-0.42492, 1.69040, 2.70607], [0.69746, -0.99124, 5.76473], [1.88064, -1.98673, 4.86921], [0.17209, -2.00243, 4.39091], [2.37561, 1.25430, 5.41396], [2.73231, 2.05860, 3.85199], [3.60134, 0.56980, 4.30191], [-1.20358, 2.76703, -3.40000], [-1.28117, 1.24285, -3.59701], [-0.90595, 0.48769, -2.56253], [-0.38125, 0.90152, -4.83705], [-0.49874, -0.38823, -5.25318], [-0.59784, 1.66967, -5.94082], [0.91872, 1.07074, -4.50966], [-2.75762, 0.90959, -3.98509], [-3.57998, 1.20414, -2.95935], [-2.95316, -0.40623, -4.26348], [-3.22923, 1.59420, -5.06906], [-0.17188, 3.03194, -3.16338], [-1.81981, 3.03677, -2.54191], [-1.52544, 3.32383, -4.28100]]
}

=====

4.
{
  "formula": "C22H32F2N4O4S",
  "method": "ωB97M-V/def2-TZVPD",
  "charge": 0,
  "smiles": "CC[C@@]1(C)C(=O)N[C@@](O)(S(=O)(=O)F)[C@H]1CCCF.c1cc[nH]c1.c1cc[nH]c1.c1cc[nH]c1",
  "homo_lumo_gap_ev": 7.822,
  "e_homo_ev": -7.94,
  "elements": ["C", "C", "C", "C", "C", "O", "N", "C", "O", "S", "O", "O", "F", "C", "C", "C", "C", "F", "H", "H", "H", "H", "H", "H", "H", "H", "H", "H", "H", "H", "H", "H", "H", "H", "H", "C", "C", "C", "N", "C", "H", "H", "H", "H", "H", "C", "C", "C", "N", "C", "H", "H", "H", "H", "H", "C", "C", "C", "N", "C", "H", "H", "H", "H", "H"],
  "xyz": [[0.31854, -2.09852, 3.18965], [0.64469, -1.68277, 1.75651], [-0.41952, -0.87704, 1.00262], [-1.76205, -1.64052, 0.96234], [-0.78851, 0.43941, 1.68157], [-1.03118, 0.61519, 2.84473], [-0.85145, 1.47875, 0.72214], [-0.09835, 1.09742, -0.43953], [-0.52008, 1.68637, -1.62937], [1.53433, 1.96118, -0.26105], [1.33657, 3.26764, 0.25982], [2.37781, 1.71467, -1.37125], [2.07995, 1.10674, 0.95093], [-0.03317, -0.44703, -0.44683], [1.18170, -1.04226, -1.16324], [1.06701, -2.55718, -1.42375], [2.30249, -3.37160, -1.03701], [2.98552, -2.81758, 0.03955], [0.35127, -1.25739, 3.87852], [1.06160, -2.82499, 3.52019], [-0.65730, -2.57815, 3.27390], [1.58216, -1.12556, 1.75702], [0.84154, -2.58616, 1.18048], [-2.19546, -1.72357, 1.95834], [-2.48810, -1.11872, 0.33505], [-1.61188, -2.64310, 0.55753], [-1.75335, 1.90866, 0.57040], [-1.41583, 1.39309, -1.83782], [-0.88379, -0.69994, -1.09349], [2.11829, -0.80405, -0.66490], [1.22325, -0.53252, -2.12791], [0.91741, -2.72050, -2.49370], [0.18142, -2.96548, -0.93252], [3.01199, -3.42543, -1.86427], [2.02960, -4.38810, -0.75128], [-1.26985, -4.07533, -6.36472], [-0.08738, -3.29070, -6.45433], [0.90172, -3.96714, -5.79196], [0.36246, -5.12793, -5.30650], [-0.95936, -5.20229, -5.65192], [-2.23487, -3.84090, -6.78152], [0.02397, -2.34172, -6.95138], [1.93792, -3.72389, -5.62955], [0.86150, -5.82217, -4.78207], [-1.56251, -6.04738, -5.36806], [-0.94935, 1.58471, 8.03160], [0.41665, 1.63102, 7.64194], [0.48235, 1.20176, 6.34191], [-0.78529, 0.89941, 5.93336], [-1.66340, 1.12851, 6.95422], [-1.35935, 1.85669, 8.98989], [1.25217, 1.94600, 8.24446], [1.32097, 1.09275, 5.67543], [-1.02699, 0.56437, 5.01608], [-2.71802, 0.95143, 6.83046], [-1.65111, 6.48078, -2.52507], [-0.45099, 7.20745, -2.75238], [0.56462, 6.51275, -2.14797], [0.02855, 5.39960, -1.56766], [-1.31795, 5.37168, -1.79154], [-2.64130, 6.74374, -2.85803], [-0.34651, 8.13246, -3.29424], [1.61939, 6.71803, -2.08391], [0.54186, 4.70467, -1.05185], [-1.92702, 4.57074, -1.40806]]
}

=====

charge of number 1 (C16H19ClN4O7)? 0

=====

charge of number 1 (C16H19ClN4O7)? 0